No. 1
The following is a DFT calculation (the ωB97M-V functional and the def2-TZVPD basis) of a single C2H3IN2O molecule at a distorted geometry.

Geometry as XYZ:
```
9
Properties=species:S:1:pos:R:3:forces:R:3
C 0.7247 -0.6060 -0.6098 1.74 -0.33 -0.55
C 0.6023 0.5383 0.3736 -0.65 -0.69 -2.61
N -0.1645 -1.3780 -0.9028 -1.42 -0.70 -0.03
N -1.5414 -0.4664 0.7073 1.19 -1.18 -0.57
O -0.4418 0.1104 1.1657 -0.22 1.10 2.44
I -2.8797 0.7195 -0.2762 -0.21 0.71 -0.57
H 1.7637 -0.7355 -0.9649 -0.39 -0.03 -0.37
H 1.5659 0.4477 0.8790 -0.50 1.19 0.60
H 0.3708 1.3699 -0.3719 0.47 -0.08 1.67
```
Positions in Å, forces in eV/Å.

As for the HOMO-LUMO gap (alpha / beta): 8.32 / 8.29 eV. The LUMO energy (alpha / beta) is -0.7304 / -0.7284 eV. For the HOMO energy (alpha / beta), the calculation gives -9.05 / -9.02 eV. As for the charge: 0.

natural (NBO) population analysis, charges in e, atoms 1 to 2:
1. C -0.059
2. C -0.142

---

No. 2
The following is a DFT calculation (the ωB97M-V functional and the def2-TZVPD basis) of a single C2H3IN2S molecule at a distorted geometry.

Geometry as XYZ:
```
9
Properties=species:S:1:pos:R:3:forces:R:3
C -0.4669 -0.4932 -0.5028 0.61 -1.56 0.46
C 0.4498 -0.1923 0.6445 1.68 3.32 -1.43
N -1.0409 0.7101 -1.0306 -3.01 -10.04 -4.58
N -0.8153 1.7454 -0.4766 2.33 10.94 4.77
S 0.0532 1.7084 0.9403 0.02 -2.74 -0.65
I 2.5736 -0.5191 0.2290 -0.64 0.24 0.20
H 0.1288 -0.9465 -1.3279 -0.67 -0.15 0.52
H -1.1202 -1.3038 0.0281 0.02 1.25 -1.69
H 0.2378 -0.7088 1.4961 -0.33 -1.25 2.41
```
Positions in Å, forces in eV/Å.

As for the HOMO-LUMO gap (alpha / beta): 5.73 / 5.26 eV. The LUMO energy (alpha / beta) is -0.1907 / -3.3431 eV. For the HOMO energy (alpha / beta), the calculation gives -5.92 / -8.60 eV. As for the charge: 0. Its expectation value of S² is 2.008. Its multiplicity is 3.

natural (NBO) population analysis, charges in e, atoms 1 to 2:
1. C -0.369
2. C -0.447

---

No. 3
The following is a DFT calculation (the ωB97M-V functional and the def2-TZVPD basis) of a gas-phase ion, C2H3INO3 (charge +1) at a distorted geometry.

Geometry as XYZ:
```
10
Properties=species:S:1:pos:R:3:forces:R:3
C -1.2535 -0.9114 -0.2050 3.77 0.55 1.26
C 0.4291 -0.5456 -0.0773 -2.11 1.32 -1.43
N 1.9630 1.1760 0.0775 1.29 -2.07 -0.28
O 1.1766 -1.4643 -0.0017 -0.07 0.86 0.45
O 0.6061 0.8185 -0.1795 -0.27 -3.03 0.98
O -1.9435 0.0872 -0.3775 -1.08 -0.83 0.06
I -4.0590 0.3601 -0.2465 0.68 -0.33 -0.09
H -1.3586 -2.0238 0.0942 -1.00 1.59 -0.77
H 2.4763 0.3437 0.5719 -1.29 2.70 -0.76
H 1.9636 2.1595 0.3439 0.06 -0.76 0.59
```
Positions in Å, forces in eV/Å.

As for the HOMO-LUMO gap: 5.95 eV. The LUMO energy is -7.5240 eV. For the HOMO energy, the calculation gives -13.47 eV. As for the charge: +1.

natural (NBO) population analysis, charges in e, atoms 1 to 2:
1. C 0.442
2. C 0.712

---

No. 4
The following is a DFT calculation (the ωB97M-V functional and the def2-TZVPD basis) of 2 unconnected molecules or ions with the total composition C2H3IO at a distorted geometry.

Geometry as XYZ:
```
7
Properties=species:S:1:pos:R:3:forces:R:3
C -1.0489 1.3035 0.0554 -2.03 1.37 -0.25
C -0.0908 0.2309 0.0040 -3.23 -1.49 2.71
O -1.1928 2.4350 -0.0448 0.10 -0.61 0.32
I -3.6352 -0.0973 -0.0080 1.48 0.71 0.05
H -0.6056 -0.6066 0.5288 0.79 0.24 -0.80
H 0.7981 0.4809 0.4367 2.46 0.93 1.26
H -0.0005 0.1248 -0.9985 0.42 -1.13 -3.29
```
Positions in Å, forces in eV/Å.

As for the HOMO-LUMO gap (alpha / beta): 7.48 / 7.48 eV. The LUMO energy (alpha / beta) is -1.0634 / -1.0629 eV. For the HOMO energy (alpha / beta), the calculation gives -8.55 / -8.55 eV. As for the charge: 0.

natural (NBO) population analysis, charges in e, atoms 1 to 2:
1. C 0.833
2. C -0.760

---

Which electronic energy belongs to each record? In order, -15244.8717, -24032.4993, -17843.0943, -12269.2643 eV.
Which energy above the lowest of the compared OMol25 structures with the same formula, charge and spin belongs to each record? In order, 556.1, 381.5, 34.9, 109.3 kJ/mol.